# 1
14
Properties=species:S:1:pos:R:3:forces:R:3:lowdin_charge:R:1 method="wB97M-V/def2-TZVPD" largest_force_ha_per_bohr=0.059 smiles="CC(n1cnnn1)=S(=O)=O" e_lumo_ev=-2.13 molar_mass_g_mol=160.16 de_lowest_kcal_mol=96.8 e_tot_ev=-24061.8241 e_homo_ev=-9.70
C 2.6300 -0.9618 -0.6926 -0.351 -0.908 0.489 -0.135
C 0.7171 0.4265 -0.1269 -0.852 1.008 1.900 -0.271
C -0.5243 0.5795 0.8418 -0.643 0.483 -0.574 -0.067
N 3.0258 -2.1415 -0.3566 0.029 -0.556 0.336 0.065
N 2.0717 -2.6117 0.5757 2.516 -1.432 -0.952 0.000
N 1.2130 -1.7651 0.7814 -2.232 0.970 0.926 0.036
N 1.4748 -0.7169 0.0050 0.492 1.533 -1.625 -0.155
O 2.8189 1.9126 -1.1319 -0.251 -0.235 0.242 -0.344
O 0.7360 3.0207 -0.2872 0.360 0.259 -0.171 -0.349
S 1.6437 1.9030 -0.2914 -1.332 -0.192 -0.012 0.832
H 3.0978 -0.2329 -1.3360 -0.045 -0.279 -0.041 0.115
H -1.5667 0.1461 0.4600 2.568 0.875 0.401 0.131
H -0.6359 1.6930 1.0521 -0.095 -1.583 -0.443 0.078
H -0.2869 0.0864 1.7991 -0.165 0.057 -0.476 0.065

# 2
167
Properties=species:S:1:pos:R:3:forces:R:3:lowdin_charge:R:1 method="wB97M-V/def2-TZVPD" largest_force_ha_per_bohr=0.110 e_lumo_ev=-0.48 molar_mass_g_mol=1794.60 e_tot_ev=-287291.7992 e_homo_ev=-10.11
C 1.2515 -4.7455 -1.5768 0.800 -0.181 -0.240 0.061
N 2.7551 -4.9808 -1.3200 0.974 -0.814 -0.166 -0.363
O 3.0537 -5.2630 -0.1590 -0.302 0.642 -1.983 0.072
O 3.5739 -4.9489 -2.2822 -2.146 0.154 2.104 0.017
H 0.7006 -5.4392 -0.9416 0.292 0.280 0.125 0.081
H 1.0226 -4.9480 -2.6230 0.341 0.159 0.054 0.079
H 1.0403 -3.7064 -1.3245 0.057 -0.127 0.090 0.084
C 1.0451 0.9058 -6.0878 0.271 0.846 1.162 0.094
N 1.1600 1.6925 -4.8039 -0.338 -0.132 1.484 -0.384
O 1.4171 2.8853 -4.8762 -0.014 -1.044 0.119 0.068
O 0.8925 1.0999 -3.7411 0.420 0.880 -1.552 0.037
H 1.4159 1.6380 -6.8050 -0.376 -0.608 -0.408 0.107
H -0.0219 0.6828 -6.0870 0.098 -0.065 -0.664 0.088
H 1.6451 0.0029 -5.9743 -0.033 0.117 -0.092 0.088
C 2.9125 -4.3173 -5.4341 -0.628 0.505 -0.931 0.061
N 2.9721 -2.8477 -5.2534 2.051 0.799 -0.084 -0.444
O 2.3954 -2.4100 -4.3086 -1.267 0.554 1.264 0.067
O 3.6468 -2.1303 -5.9980 -0.482 -1.039 -0.174 0.034
H 2.5876 -4.7463 -4.4863 0.535 -0.014 -0.216 0.070
H 3.8388 -4.6599 -5.8953 -0.159 -0.040 0.364 0.109
H 2.1009 -4.3530 -6.1608 -0.006 -0.652 -0.142 0.105
C 2.9967 -0.9703 2.3477 1.870 -0.396 -0.225 0.066
N 4.3934 -0.5897 2.9234 0.205 1.006 2.519 -0.375
O 4.7612 0.6020 2.9232 -1.041 -1.760 -0.717 0.009
O 5.0167 -1.4533 3.5439 -1.089 0.710 -1.530 0.059
H 2.5323 -0.0833 1.9169 0.148 -0.196 0.200 0.087
H 2.4263 -1.5089 3.1044 0.227 0.497 0.178 0.072
H 3.3011 -1.7072 1.6044 -0.440 0.149 -0.318 0.080
C -5.3807 1.4094 -1.7031 0.077 0.573 1.241 0.054
N -6.5128 0.6562 -2.2655 -0.700 0.356 -1.497 -0.431
O -6.7034 0.8369 -3.4671 0.354 -0.469 0.584 0.049
O -7.2711 0.0392 -1.5508 0.482 -0.168 0.286 0.084
H -4.4289 1.2466 -2.2088 -0.348 -0.158 -0.256 0.097
H -5.3025 1.2108 -0.6342 -0.001 -0.205 -0.189 0.069
H -5.7206 2.4419 -1.7841 0.345 0.064 -0.183 0.118
C -2.0549 3.1471 3.6532 1.059 -0.002 -0.601 -0.118
C -1.5962 1.7570 3.1672 -0.412 1.086 0.494 -0.128
O -2.5584 1.5235 2.0829 0.287 0.613 -0.561 -0.232
S -2.8414 2.8849 1.2611 -0.630 1.102 0.712 0.683
O -4.2710 3.1507 1.1809 1.934 -0.984 -0.121 -0.250
O -2.0644 2.9618 0.0323 -0.840 0.022 1.892 -0.253
O -2.2423 3.9088 2.4199 -0.502 -1.471 -1.471 -0.206
H -1.2418 3.7148 4.1057 -0.385 -0.318 0.508 0.097
H -2.9828 3.1086 4.2238 0.116 0.091 -0.018 0.143
H -1.6484 0.9874 3.9373 -0.633 -0.057 -0.338 0.124
H -0.5570 1.7668 2.8385 -0.169 0.106 -0.523 0.117
C 0.3037 5.4675 -0.3946 0.475 -0.512 -0.990 -0.171
C 1.2096 5.4866 0.8450 -2.563 1.612 1.040 -0.212
O 2.3546 4.7323 0.6790 0.954 -1.673 -2.875 -0.205
S 2.2585 3.9361 -0.8340 -0.274 1.451 -1.681 0.785
O 2.4240 2.5096 -0.7209 -0.025 1.955 0.178 -0.222
O 3.0292 4.7213 -1.8408 -1.976 -1.999 2.979 -0.256
O 0.6037 4.2414 -1.0240 2.819 -2.071 -0.093 -0.228
H 0.5735 6.1887 -1.1660 -0.185 0.781 0.503 0.128
H -0.7743 5.3895 -0.2531 0.161 0.515 0.563 0.131
H 0.6609 5.0799 1.6944 -0.056 -0.059 0.087 0.124
H 1.3888 6.5430 1.0451 0.642 -0.069 0.198 0.138
C -0.2622 -1.4540 5.7794 0.105 1.417 -0.197 -0.143
C 0.5672 -2.4810 6.4890 -0.711 -1.886 0.775 -0.195
O 1.6995 -1.8586 7.0249 1.712 1.127 0.139 -0.181
S 1.8224 -0.2802 6.6837 0.742 1.030 -0.389 0.749
O 2.6859 -0.1068 5.4713 -2.474 -0.280 3.372 -0.268
O 2.0664 0.4995 7.9196 -0.557 -2.227 -3.475 -0.243
O 0.2359 -0.1911 6.2905 1.131 0.640 0.234 -0.229
H -1.3126 -1.4328 6.0700 0.051 -0.336 -0.215 0.142
H -0.1345 -1.4384 4.6971 -0.108 -0.235 0.036 0.104
H 0.8106 -3.3672 5.9029 0.514 0.443 -0.587 0.122
H 0.0754 -2.9427 7.3452 -0.449 0.406 0.191 0.134
C 2.5334 3.4235 3.6729 -0.237 -0.156 -0.401 -0.160
C 3.3566 3.9288 4.8308 2.377 -1.131 -0.673 -0.205
O 2.6580 3.9760 6.0404 -2.798 -0.379 -0.230 -0.162
S 1.0077 3.8824 5.7332 1.254 -0.703 0.234 0.770
O 0.4792 5.2310 5.8383 0.152 -2.246 0.061 -0.244
O 0.4649 2.7089 6.4535 1.052 3.303 -2.079 -0.248
O 1.1592 3.5641 4.0806 -0.515 0.505 1.399 -0.230
H 2.6772 2.4073 3.3058 0.171 -0.365 0.905 0.121
H 2.8620 3.9938 2.8040 -0.981 0.555 -0.053 0.102
H 3.8637 4.8604 4.5795 -0.485 0.354 0.315 0.131
H 4.1492 3.1849 4.9118 0.239 0.070 0.484 0.139
C 6.6419 5.6259 -0.1445 0.796 -1.124 -0.248 -0.160
C 5.7510 5.7226 1.0857 -0.779 0.650 -1.173 -0.169
O 5.5853 4.4160 1.6646 1.327 -0.380 -0.109 -0.211
S 6.4823 3.2633 0.8669 0.153 0.261 0.840 0.731
O 5.6094 2.1167 0.6498 1.821 2.508 -0.122 -0.235
O 7.7914 3.1079 1.5055 -2.629 0.401 -1.414 -0.235
O 6.6109 4.2225 -0.4663 0.180 -1.452 0.177 -0.220
H 7.6640 5.9567 0.0398 0.189 -0.400 0.423 0.124
H 6.3910 6.1655 -1.0578 -0.828 -0.120 0.243 0.137
H 4.7413 5.9837 0.7687 0.024 0.302 0.196 0.113
H 6.2119 6.5300 1.6546 -0.368 -0.580 1.067 0.132
C -1.9336 3.1025 -3.4982 0.939 0.440 0.546 -0.208
C -1.3580 4.2830 -4.2563 -0.458 -0.296 -1.588 -0.127
O -1.2625 3.7316 -5.5919 -0.040 -0.209 -2.247 -0.245
S -2.5584 2.8086 -6.0185 2.486 1.864 1.387 0.746
O -2.2217 1.9282 -7.1521 -0.521 1.316 3.524 -0.236
O -3.6712 3.6976 -6.1364 -0.150 -0.919 -0.019 -0.225
O -2.4744 2.2397 -4.4222 -2.638 -2.992 -3.976 -0.244
H -2.7630 3.3660 -2.8418 0.687 0.047 0.647 0.136
H -1.0764 2.5218 -3.1574 -0.291 0.239 1.211 0.106
H -0.3167 4.5133 -4.0311 -0.354 0.221 0.361 0.123
H -2.0486 5.1246 -4.3094 0.294 0.217 0.223 0.130
C -4.8010 -1.1370 0.8764 -0.799 0.103 -0.585 -0.183
C -6.2337 -0.8742 1.3622 -0.186 1.515 -1.558 -0.193
O -6.2096 -0.8338 2.7479 1.280 -1.260 2.932 -0.180
S -4.8202 -1.4567 3.3862 -0.019 1.659 -0.851 0.741
O -5.1715 -2.5221 4.3055 1.066 1.486 -1.699 -0.225
O -3.9158 -0.3579 3.7740 -2.006 -2.437 -0.274 -0.251
O -4.3142 -1.9629 1.9106 0.702 -0.745 1.924 -0.225
H -4.1877 -0.2699 0.6313 0.189 0.180 0.784 0.109
H -4.8031 -1.7275 -0.0398 -0.115 -0.193 0.200 0.117
H -6.8875 -1.6191 0.9087 -0.219 -0.179 0.611 0.134
H -6.6345 0.1277 1.2084 0.142 -0.103 -1.216 0.130
C -4.0678 -4.3721 -0.6480 0.563 -1.728 1.044 -0.118
C -4.2060 -5.8288 -1.2285 -0.289 1.026 -1.582 -0.156
O -5.2695 -6.4513 -0.5753 -1.697 -0.858 2.166 -0.207
S -5.8715 -5.6702 0.7073 0.401 -0.402 1.786 0.716
O -5.2247 -6.1523 1.9401 -1.088 1.001 -2.612 -0.265
O -7.3352 -5.6198 0.7093 3.267 0.176 -0.707 -0.234
O -5.1724 -4.2662 0.2649 -1.499 0.123 0.157 -0.233
H -4.0220 -3.5551 -1.3682 -0.544 -0.205 -0.003 0.111
H -3.1854 -4.3111 -0.0111 0.191 0.064 -0.247 0.111
H -3.3029 -6.4391 -1.2271 0.015 0.182 0.482 0.131
H -4.6328 -5.8656 -2.2308 0.803 0.623 -0.491 0.127
C -1.4175 -5.7819 3.4225 0.108 -1.038 1.275 -0.142
C -1.6236 -4.3532 3.9529 -0.674 -0.371 -0.285 -0.159
O -0.5186 -3.6047 3.5289 2.492 0.443 -0.875 -0.244
S 0.6551 -4.5203 2.7487 -1.465 0.526 -1.835 0.737
O 2.0304 -4.2643 3.1628 -3.278 -0.688 -0.022 -0.208
O 0.3061 -4.4113 1.3317 0.923 -0.060 2.145 -0.264
O -0.0058 -5.9019 3.2735 2.083 0.433 0.061 -0.203
H -1.8798 -6.2539 2.5556 -0.365 1.159 -0.362 0.133
H -1.6579 -6.4665 4.2359 -0.010 -0.040 0.046 0.132
H -1.6041 -4.3027 5.0416 -0.162 -0.457 0.083 0.129
H -2.5592 -3.9052 3.6181 0.132 0.073 -0.259 0.128
C -0.1760 0.7966 -0.5544 -0.264 -0.222 -0.546 -0.201
C 0.7758 -0.2925 -0.9797 1.017 0.747 -1.310 -0.210
O 0.4445 -1.4339 -0.2393 -1.253 -1.444 2.343 -0.189
S -0.8976 -1.2103 0.7616 1.344 0.157 -1.572 0.728
O -0.4640 -0.8570 2.0986 -0.402 -0.156 -1.518 -0.236
O -1.8336 -2.3114 0.6194 1.342 1.988 -0.273 -0.233
O -1.3215 0.1085 -0.1149 -1.846 -2.361 2.045 -0.240
H -0.5811 1.2923 -1.4366 0.669 0.788 0.424 0.107
H 0.1692 1.3645 0.3095 0.287 0.565 -0.571 0.122
H 1.8096 0.0426 -0.8960 0.122 -0.327 0.900 0.105
H 0.7446 -0.5457 -2.0394 -0.731 -0.045 0.011 0.103
C 5.3588 -0.6365 -3.2933 0.366 2.118 -3.496 -0.216
C 5.6550 0.5207 -2.2985 -1.715 0.249 0.517 -0.152
O 6.0980 -0.1979 -1.1727 1.247 -0.864 1.542 -0.198
S 5.3567 -1.5983 -1.1290 0.368 -3.439 2.244 0.700
O 3.9468 -1.3923 -0.8189 1.802 -0.051 -0.692 -0.248
O 6.0925 -2.6360 -0.3562 -1.802 3.454 -2.385 -0.235
O 5.5530 -1.8813 -2.7236 -0.532 -0.511 2.639 -0.165
H 6.0535 -0.6550 -4.1329 0.244 0.440 0.014 0.133
H 4.3953 -0.5288 -3.7915 -0.368 -0.141 0.535 0.111
H 4.7852 1.0596 -1.9227 -0.831 -0.391 -0.495 0.109
H 6.2579 1.4003 -2.5245 1.069 -0.915 -0.443 0.139
C -3.9224 -0.8520 -5.3168 0.769 -0.844 0.628 -0.153
C -4.2190 -2.2091 -4.6734 -2.497 -0.092 -0.936 -0.191
O -3.3519 -2.4318 -3.5927 2.027 0.690 0.567 -0.196
S -1.9695 -1.5503 -3.8031 -0.989 3.497 0.397 0.720
O -0.7709 -2.2818 -4.0275 -0.971 -0.423 -0.264 -0.212
O -1.9086 -0.4888 -2.7858 -0.675 -2.313 -1.841 -0.238
O -2.5162 -0.8789 -5.2307 2.916 -0.557 1.149 -0.226
H -4.2426 0.0229 -4.7510 -0.648 -0.110 -0.155 0.116
H -4.1287 -0.8279 -6.3869 -0.417 0.143 0.259 0.149
H -4.1487 -3.0383 -5.3774 0.357 0.146 -0.205 0.134
H -5.2483 -2.2260 -4.3152 0.052 -0.025 0.367 0.136

# 3
14
Properties=species:S:1:pos:R:3:forces:R:3:lowdin_charge:R:1 method="wB97M-V/def2-TZVPD" total_charge=-1 largest_force_ha_per_bohr=0.015 e_lumo_ev=3.57 molar_mass_g_mol=157.07 e_tot_ev=-39226.1227 e_homo_ev=-3.93
C -1.6233 0.3985 -2.0249 -0.283 -0.203 0.158 -0.406
P -0.0181 -0.2501 -1.3526 0.287 -0.140 -0.246 0.593
O 0.9204 1.1650 -1.5521 0.093 -0.106 -0.118 -0.476
Al -0.4799 -0.2300 0.9921 -0.488 0.182 -0.071 -0.039
P 1.6732 -0.8032 1.9313 -0.293 -0.713 0.003 0.045
S 1.9238 -2.7736 2.1747 0.086 0.047 0.076 -0.182
H -1.4083 1.2950 -2.6118 0.013 -0.096 0.033 0.017
H -2.0423 -0.3693 -2.6834 -0.060 0.185 0.033 0.003
H -2.3610 0.6411 -1.2541 -0.007 0.101 -0.120 -0.002
H 1.2489 1.4411 -0.6990 0.054 0.293 0.244 -0.024
H -1.5733 -1.3442 1.3429 0.112 -0.052 0.045 -0.144
H -0.9327 1.2422 1.5086 0.209 0.009 -0.047 -0.151
H 2.6982 -0.3042 1.1084 0.158 0.299 0.003 -0.115
H 1.9744 -0.1084 3.1200 0.119 0.194 0.005 -0.118

# 4
16
Properties=species:S:1:pos:R:3:forces:R:3:lowdin_charge:R:1 method="wB97M-V/def2-TZVPD" largest_force_ha_per_bohr=0.086 smiles="C=CN.NCO" e_lumo_ev=1.06 molar_mass_g_mol=90.13 de_lowest_kcal_mol=74.7 e_tot_ev=-8298.2632 e_homo_ev=-8.38
C -0.6819 -1.3051 0.6499 0.191 -1.447 1.316 -0.298
C -1.5996 -0.4470 1.1675 1.663 -2.246 -0.471 -0.038
N -0.9715 -2.2791 -0.3807 1.491 1.204 1.081 0.028
H 0.2438 -1.4935 1.3425 -1.501 0.254 -1.905 0.137
H -1.4085 -0.2361 2.1831 0.247 1.103 0.826 0.028
H -2.6157 -0.4781 0.8878 -0.989 0.352 -0.761 0.033
H 1.1718 0.0675 0.1946 2.743 -1.494 -1.079 0.079
H -0.2219 -2.6219 -1.0132 -0.809 0.829 0.811 0.093
H -1.7945 -1.9455 -0.8325 -0.429 -0.262 -0.836 0.056
N 0.6896 1.9113 0.1055 -1.326 -1.366 -1.151 0.033
C 1.2024 1.1965 -1.0758 0.450 -0.527 0.549 -0.323
O 1.9404 0.0787 -0.5331 -3.697 0.864 2.254 -0.128
H 1.4034 2.2294 0.6688 2.739 -0.109 1.435 0.045
H 0.2589 2.7903 0.0104 -1.590 0.917 -1.268 0.059
H 1.9229 1.7352 -1.5911 1.204 1.344 -1.361 0.080
H 0.4604 0.7975 -1.7836 -0.387 0.582 0.561 0.116